DFT (wB97M-V/def2-TZVPD) results for a molecular structure, C6H9NO at a distorted geometry.

Structure (ORCA input):
```
! wB97M-V def2-TZVPD RIJCOSX def2/J DEFGRID3
* xyz 0 1
C 0.770 -0.123 -0.613
C -0.008 -1.212 0.152
C -0.135 -0.169 1.254
C -0.258 0.781 0.078
C -1.489 0.116 -0.485
C -1.393 -1.147 -0.455
H 2.472 0.630 -1.008
H 2.310 0.084 0.601
H 0.608 0.096 -1.656
H 0.699 -2.093 0.528
H -1.041 -0.554 1.865
H 0.755 0.138 2.001
H -1.155 2.696 0.038
H -2.166 0.737 -1.056
H -1.943 -2.023 -0.833
N 2.185 -0.227 -0.383
O -0.211 2.269 -0.029
*
```

Calculated values
total energy	-363.8583	hartree
LUMO	0.8104	eV
orbital gap	0.3755	Ha
ΔE to the lowest compared entry with this formula, charge and spin	104.2	kcal/mol

DFT (wB97M-V/def2-TZVPD) results for a molecular structure, C6H5NO2 at a distorted geometry.

Structure (ORCA input):
```
! wB97M-V def2-TZVPD RIJCOSX def2/J DEFGRID3
* xyz 0 1
C -0.654 0.722 -0.082
C 0.417 1.095 -0.623
C 1.530 0.042 -0.584
C 1.323 -1.248 -0.061
C 0.121 -1.454 0.566
C -0.960 -0.504 0.578
H -2.676 1.158 -0.363
H -1.993 1.862 1.419
H 0.456 1.955 -0.976
H 2.157 -2.359 -0.126
H -0.002 -2.403 1.295
N -1.879 1.694 0.075
O 2.679 0.347 -1.167
O -2.110 -0.844 1.100
*
```

Calculated values
total energy	-436.6510	hartree
LUMO	-2.3413	eV
orbital gap	0.2873	Ha
ΔE to the lowest compared entry with this formula, charge and spin	153.7	kcal/mol

DFT (wB97M-V/def2-TZVPD) results for C4H4N2O2 in the gas phase at a distorted geometry.

Structure (ORCA input):
```
! wB97M-V def2-TZVPD RIJCOSX def2/J DEFGRID3
* xyz 0 1
C -2.351 -0.322 0.008
C 2.037 -0.484 0.006
C 1.633 0.842 -0.082
C 0.190 0.780 -0.066
H -2.281 0.633 0.535
H -3.240 -0.801 -0.224
H 2.998 -1.073 0.255
H 2.178 1.700 -0.271
N -1.313 -1.067 -0.164
N -0.092 -0.496 0.093
O 0.956 -1.343 -0.056
O -0.714 1.629 -0.034
*
```

Calculated values
SMILES string	C=Nn1occc1=O
total energy	-414.6800	hartree
LUMO	0.5253	eV
orbital gap	0.3631	Ha
ΔE to the lowest compared entry with this formula, charge and spin	104.3	kcal/mol

DFT (wB97M-V/def2-TZVPD) results for a gas-phase ion, C32H32N (charge +1) at a distorted geometry.

Structure (ORCA input):
```
! wB97M-V def2-TZVPD RIJCOSX def2/J DEFGRID3
* xyz 1 1
C -1.855 4.326 -1.052
C -1.136 3.529 -1.937
C -0.626 2.288 -1.520
C -1.049 1.723 -0.304
C -0.728 0.215 0.182
C 0.590 0.224 0.909
N 0.799 0.126 2.223
C -0.300 0.132 3.218
C 0.106 -0.419 4.594
C 1.511 -0.107 5.090
C 2.527 -0.242 3.972
C 2.092 0.611 2.790
C 1.760 0.448 0.056
C 2.094 1.723 -0.462
C 3.210 1.851 -1.281
C 4.070 0.773 -1.478
C 3.812 -0.461 -0.878
C 2.661 -0.630 -0.125
C -1.790 2.527 0.556
C -2.112 3.835 0.216
H -2.215 5.303 -1.375
H -0.947 3.879 -2.959
H 0.144 1.852 -2.163
H -1.513 -0.154 0.874
H -0.649 1.174 3.335
H -1.151 -0.453 2.845
H -0.614 -0.042 5.326
H -0.009 -1.511 4.575
H 1.567 0.902 5.509
H 1.785 -0.808 5.879
H 3.522 0.108 4.276
H 2.640 -1.289 3.657
H 2.895 0.625 2.049
H 1.914 1.652 3.115
H 1.483 2.595 -0.179
H 3.401 2.806 -1.772
H 4.948 0.888 -2.107
H 4.477 -1.310 -1.024
H 2.413 -1.598 0.336
H -2.088 2.110 1.517
H -2.588 4.466 0.936
C -0.687 -0.612 -1.081
C -0.137 -2.069 -1.272
C 1.043 -2.200 -2.048
C 1.606 -3.445 -2.349
C 0.885 -4.607 -2.062
C -0.322 -4.501 -1.375
C -0.826 -3.251 -0.970
C -2.070 -0.509 -1.700
C -2.275 0.140 -2.918
C -3.569 0.238 -3.447
C -4.648 -0.323 -2.745
C -4.451 -0.859 -1.462
C -3.148 -1.002 -0.976
H -0.010 -0.050 -1.726
H 1.515 -1.298 -2.459
H 2.558 -3.487 -2.881
H 1.269 -5.571 -2.387
H -0.917 -5.398 -1.205
H -1.806 -3.208 -0.481
H -1.426 0.605 -3.440
H -3.744 0.742 -4.414
H -5.640 -0.344 -3.193
H -5.288 -1.192 -0.829
H -2.969 -1.468 0.001
*
```

Calculated values
SMILES string	c1ccc(C([C@@H](c2ccccc2)C(c2ccccc2)c2ccccc2)=[N+]2CCCCC2)cc1
total energy	-1293.0955	hartree
LUMO	-3.5252	eV
orbital gap	0.2806	Ha

DFT (wB97M-V/def2-TZVPD) results for a molecular structure, C14H17Cl3GeN4O3RhS2 at a distorted geometry.

Structure (ORCA input):
```
! wB97M-V def2-TZVPD RIJCOSX def2/J DEFGRID3
* xyz 2 2
Rh 0.782 -1.406 -0.883
N 2.008 6.506 1.888
C 1.780 5.293 1.380
C 0.851 4.416 1.997
C 0.621 3.168 1.473
C 1.304 2.772 0.326
C 2.242 3.600 -0.286
C 2.476 4.853 0.225
S 1.056 1.138 -0.312
O 1.556 1.085 -1.673
O -0.312 0.656 -0.159
N 1.977 0.177 0.589
C 1.570 -0.590 1.606
N 1.464 -0.177 2.861
C 1.261 -1.064 3.810
C 1.170 -2.430 3.555
C 1.179 -2.793 2.217
N 1.340 -1.885 1.271
H 1.538 6.819 2.724
H 2.676 7.132 1.463
H 0.328 4.735 2.885
H -0.077 2.486 1.931
H 2.762 3.246 -1.162
H 3.191 5.511 -0.243
H 1.171 -0.661 4.812
H 1.069 -3.159 4.341
H 1.074 -3.823 1.896
O -0.994 -2.380 -1.412
S -2.058 -3.348 -0.909
C -3.462 -2.238 -0.469
C -4.630 -2.697 -1.324
C -4.052 -3.007 -2.699
C -2.858 -3.914 -2.463
H -3.122 -1.229 -0.712
H -3.666 -2.309 0.596
H -5.393 -1.922 -1.382
H -5.087 -3.590 -0.892
H -3.745 -2.084 -3.192
H -4.776 -3.507 -3.339
H -2.110 -3.875 -3.252
H -3.156 -4.947 -2.281
Cl 2.883 -1.741 -1.776
Ge 2.410 -0.477 -3.726
Cl 1.345 -2.079 -4.770
Cl 4.416 -0.264 -4.529
*
```

Calculated values
total energy	-5352.1994	hartree
LUMO (spin up / spin down)	-9.2493 / -9.2687	eV
orbital gap (spin up / spin down)	0.1448 / 0.1454	Ha
ΔE to the lowest compared entry with this formula, charge and spin	119.1	kcal/mol

DFT (wB97M-V/def2-TZVPD) results for a molecular structure, C44H55NP2PdSb.

Structure (ORCA input):
```
! wB97M-V def2-TZVPD RIJCOSX def2/J DEFGRID3
* xyz -1 1
Pd -1.128 -0.298 -0.010
C -2.650 3.197 0.635
C -1.346 3.414 -0.138
C -1.456 4.681 -0.989
P -0.816 1.832 -0.963
C -1.458 1.845 -2.713
C -0.885 2.857 -3.703
C -2.986 1.856 -2.722
C 0.985 2.067 -1.202
C 1.687 3.248 -0.991
C 3.069 3.330 -1.139
C 3.799 4.630 -0.927
C 3.745 2.168 -1.512
C 3.076 0.978 -1.738
C 1.676 0.891 -1.597
N 0.935 -0.245 -1.684
C 0.940 -1.137 -2.674
C 1.693 -1.034 -3.880
C 1.625 -1.998 -4.863
C 0.814 -3.131 -4.745
C 0.788 -4.203 -5.801
C 0.042 -3.216 -3.594
C 0.058 -2.261 -2.583
P -1.061 -2.394 -1.141
C -0.454 -4.001 -0.438
C -1.268 -4.446 0.775
C 1.022 -3.865 -0.067
C -2.695 -2.889 -1.906
C -3.004 -2.032 -3.132
C -3.826 -2.705 -0.892
H -2.800 3.999 1.364
H -2.644 2.241 1.162
H -3.508 3.194 -0.043
H -0.553 3.566 0.603
H -2.323 4.630 -1.651
H -0.580 4.858 -1.611
H -1.593 5.554 -0.343
H -1.129 0.849 -3.030
H -1.330 3.845 -3.579
H -1.096 2.532 -4.726
H 0.197 2.954 -3.603
H -3.376 2.859 -2.532
H -3.397 1.184 -1.965
H -3.365 1.538 -3.698
H 1.160 4.138 -0.666
H 3.212 5.313 -0.310
H 4.007 5.144 -1.870
H 4.758 4.473 -0.427
H 4.826 2.195 -1.618
H 3.625 0.082 -1.999
H 2.332 -0.171 -4.023
H 2.224 -1.871 -5.761
H 1.111 -3.808 -6.767
H -0.216 -4.612 -5.934
H 1.447 -5.044 -5.561
H -0.632 -4.066 -3.493
H -0.552 -4.746 -1.237
H -1.355 -3.631 1.500
H -0.779 -5.287 1.274
H -2.275 -4.762 0.503
H 1.163 -3.100 0.700
H 1.627 -3.586 -0.930
H 1.398 -4.811 0.333
H -2.640 -3.947 -2.197
H -2.969 -0.971 -2.867
H -4.013 -2.251 -3.496
H -2.297 -2.188 -3.944
H -3.807 -1.686 -0.493
H -3.753 -3.382 -0.042
H -4.793 -2.872 -1.375
C -1.604 -0.829 7.228
C -0.336 -0.366 6.889
C 0.002 -0.174 5.559
C -0.917 -0.440 4.541
C -2.179 -0.902 4.895
C -2.526 -1.096 6.230
Sb -0.415 -0.158 2.441
C 0.381 1.823 2.781
C 1.520 2.332 2.162
C 1.902 3.657 2.338
C 1.136 4.506 3.123
C -0.013 4.021 3.735
C -0.378 2.693 3.568
C 1.406 -1.298 2.563
C 2.507 -1.058 1.744
C 3.613 -1.897 1.772
C 3.632 -3.001 2.613
C 2.534 -3.267 3.417
C 1.431 -2.424 3.389
H -1.868 -0.979 8.267
H 0.388 -0.156 7.667
H 0.994 0.188 5.309
H -2.909 -1.116 4.121
H -3.515 -1.457 6.485
H 2.113 1.718 1.498
H 2.790 4.024 1.838
H 1.428 5.542 3.251
H -0.625 4.678 4.342
H -1.275 2.332 4.063
H 2.493 -0.250 1.023
H 4.452 -1.695 1.118
H 4.491 -3.660 2.627
H 2.530 -4.138 4.062
H 0.583 -2.650 4.026
*
```

Calculated values
total energy	-2815.3157	hartree
LUMO	2.6158	eV
orbital gap	0.2125	Ha

DFT (wB97M-V/def2-TZVPD) results for a molecular structure, C14H2BF5N4O10S2W at a distorted geometry.

Structure (ORCA input):
```
! wB97M-V def2-TZVPD RIJCOSX def2/J DEFGRID3
* xyz 0 1
W -1.082 -0.183 0.798
S -2.111 1.947 -1.470
C -3.235 -0.573 -1.407
S -2.042 -1.741 -0.922
C -4.264 -0.764 -2.246
C -4.516 -2.053 -2.820
N -4.687 -3.095 -3.271
C -5.119 0.336 -2.596
N -5.803 1.222 -2.855
O 2.462 -0.504 2.923
C 1.795 -0.462 1.929
O 0.458 -0.487 1.983
C 2.404 -0.361 0.571
C 3.786 -0.412 0.471
C 4.369 -0.294 -0.768
C 3.627 -0.111 -1.917
C 2.254 -0.060 -1.817
C 1.627 -0.196 -0.572
O 0.294 -0.191 -0.472
N 1.496 0.152 -3.070
O 2.148 0.301 -4.080
O 0.287 0.210 -3.007
N 5.842 -0.355 -0.882
O 6.466 -0.548 0.137
O 6.315 -0.236 -1.991
H 4.382 -0.539 1.364
H 4.106 -0.007 -2.878
F -2.769 3.124 3.521
C -1.550 2.611 3.702
F -1.479 2.073 4.912
F -0.650 3.579 3.593
C -1.315 1.541 2.625
O -1.730 0.364 2.796
O -0.740 1.827 1.542
F -2.898 -2.298 2.022
B -1.602 -2.148 1.818
F -0.789 -2.906 2.496
O -2.884 0.527 0.592
C -2.853 0.709 -0.752
*
```

Calculated values
total energy	-2893.7389	hartree
LUMO	-3.3656	eV
orbital gap	0.2459	Ha
ΔE to the lowest compared entry with this formula, charge and spin	53.4	kcal/mol

DFT (wB97M-V/def2-TZVPD) results for a molecular structure, C13H25IrN5OSSe.

Structure (ORCA input):
```
! wB97M-V def2-TZVPD RIJCOSX def2/J DEFGRID3
* xyz 3 1
Ir -1.567 0.781 -0.076
N -2.971 -0.266 1.040
C -3.257 0.439 2.333
C -1.996 1.150 2.762
N -1.491 1.925 1.576
H -3.845 -0.405 0.535
H -2.606 -1.202 1.224
H -3.581 -0.269 3.093
H -4.072 1.143 2.164
H -1.209 0.454 3.054
H -2.180 1.833 3.591
H -0.539 2.251 1.752
H -2.060 2.765 1.451
Se -4.040 3.218 -1.891
N -2.965 4.048 -2.982
C -1.717 3.625 -2.814
C -0.506 4.003 -3.471
C 0.641 3.375 -3.065
C 0.644 2.384 -2.043
N -0.459 2.020 -1.416
C -1.598 2.645 -1.811
N -2.682 2.255 -1.161
H -0.507 4.752 -4.253
H 1.589 3.619 -3.525
H 1.570 1.897 -1.763
C 1.511 -4.874 1.847
C 1.466 -3.584 1.028
C 1.001 -2.444 1.925
S 0.960 -0.759 1.279
O -0.358 -0.742 0.392
C 2.333 -0.629 0.117
C 2.099 -1.160 -1.294
C 3.295 -0.806 -2.177
H 1.808 -5.706 1.211
H 0.536 -5.113 2.272
H 2.233 -4.802 2.661
H 0.783 -3.698 0.184
H 2.459 -3.371 0.632
H 1.624 -2.347 2.820
H -0.028 -2.590 2.263
H 3.160 -1.129 0.631
H 2.577 0.437 0.108
H 1.183 -0.727 -1.703
H 1.955 -2.238 -1.280
H 3.432 0.274 -2.264
H 3.156 -1.209 -3.178
H 4.221 -1.222 -1.779
*
```

Calculated values
total energy	-3762.2861	hartree
LUMO	-11.2847	eV
orbital gap	0.2953	Ha
ΔE to the lowest compared entry with this formula, charge and spin	3.7	kcal/mol

What is the total energy in the seventh record?
-2893.7389 hartree

What is the total energy in the eighth record?
-3762.2861 hartree

Which of these has the lowest total energy?
C14H17Cl3GeN4O3RhS2

Copy entry 4 word for word.
DFT (wB97M-V/def2-TZVPD) results for a gas-phase ion, C32H32N (charge +1) at a distorted geometry.

Structure (ORCA input):
```
! wB97M-V def2-TZVPD RIJCOSX def2/J DEFGRID3
* xyz 1 1
C -1.855 4.326 -1.052
C -1.136 3.529 -1.937
C -0.626 2.288 -1.520
C -1.049 1.723 -0.304
C -0.728 0.215 0.182
C 0.590 0.224 0.909
N 0.799 0.126 2.223
C -0.300 0.132 3.218
C 0.106 -0.419 4.594
C 1.511 -0.107 5.090
C 2.527 -0.242 3.972
C 2.092 0.611 2.790
C 1.760 0.448 0.056
C 2.094 1.723 -0.462
C 3.210 1.851 -1.281
C 4.070 0.773 -1.478
C 3.812 -0.461 -0.878
C 2.661 -0.630 -0.125
C -1.790 2.527 0.556
C -2.112 3.835 0.216
H -2.215 5.303 -1.375
H -0.947 3.879 -2.959
H 0.144 1.852 -2.163
H -1.513 -0.154 0.874
H -0.649 1.174 3.335
H -1.151 -0.453 2.845
H -0.614 -0.042 5.326
H -0.009 -1.511 4.575
H 1.567 0.902 5.509
H 1.785 -0.808 5.879
H 3.522 0.108 4.276
H 2.640 -1.289 3.657
H 2.895 0.625 2.049
H 1.914 1.652 3.115
H 1.483 2.595 -0.179
H 3.401 2.806 -1.772
H 4.948 0.888 -2.107
H 4.477 -1.310 -1.024
H 2.413 -1.598 0.336
H -2.088 2.110 1.517
H -2.588 4.466 0.936
C -0.687 -0.612 -1.081
C -0.137 -2.069 -1.272
C 1.043 -2.200 -2.048
C 1.606 -3.445 -2.349
C 0.885 -4.607 -2.062
C -0.322 -4.501 -1.375
C -0.826 -3.251 -0.970
C -2.070 -0.509 -1.700
C -2.275 0.140 -2.918
C -3.569 0.238 -3.447
C -4.648 -0.323 -2.745
C -4.451 -0.859 -1.462
C -3.148 -1.002 -0.976
H -0.010 -0.050 -1.726
H 1.515 -1.298 -2.459
H 2.558 -3.487 -2.881
H 1.269 -5.571 -2.387
H -0.917 -5.398 -1.205
H -1.806 -3.208 -0.481
H -1.426 0.605 -3.440
H -3.744 0.742 -4.414
H -5.640 -0.344 -3.193
H -5.288 -1.192 -0.829
H -2.969 -1.468 0.001
*
```

Calculated values
SMILES string	c1ccc(C([C@@H](c2ccccc2)C(c2ccccc2)c2ccccc2)=[N+]2CCCCC2)cc1
total energy	-1293.0955	hartree
LUMO	-3.5252	eV
orbital gap	0.2806	Ha